No. 1
Formula: C7H14N3
Source: OMol25
Level of theory: wB97M-V/def2-TZVPD

The geometry in XYZ format:
```
24
Properties=species:S:1:pos:R:3:forces:R:3:nbo_charge:R:1
C -2.45063 -0.47146 -0.01834 -1.5 -0.9 -0.3 0.1709
C -0.74555 0.26314 1.35267 1.5 -2.1 2.6 -0.2437
C 0.02695 0.65922 0.08558 0.7 0.2 0.2 -0.0332
C 0.92864 -0.55638 -0.26905 -2.3 1.7 -2.4 0.5421
C 0.78307 2.01979 0.37328 -3.5 -1.5 -3.1 -0.5806
C 0.30571 -1.70147 -0.98900 -1.1 -0.5 2.3 -0.7680
C 2.36187 -0.39206 -0.23284 0.3 1.1 -0.9 -0.7553
N -2.17907 0.40090 -0.93399 0.1 -0.9 1.2 -0.2591
N -1.71778 -0.83145 1.13226 0.9 3.0 -1.6 -0.6109
N -1.02038 1.11281 -0.82955 0.5 -1.0 -1.4 -0.4212
H -3.43487 -0.91759 -0.21136 0.5 -0.3 0.5 0.2246
H 0.08278 0.09612 2.20973 -2.3 0.0 -1.7 0.2374
H -1.37870 1.08368 1.62410 0.1 0.9 0.3 0.2544
H 1.23384 2.20078 -0.60952 0.5 0.7 0.7 0.2217
H 1.36417 1.87983 1.18753 2.3 0.3 2.4 0.2111
H -0.10119 2.67835 0.52079 1.2 0.0 0.2 0.2571
H 0.92359 -2.57531 -1.20553 0.2 0.5 -0.2 0.2646
H -0.35478 -1.40105 -1.81389 0.3 0.3 -0.1 0.3150
H -0.55303 -2.08695 -0.29971 1.3 0.5 -0.6 0.2975
H 2.70208 -0.36622 -1.30969 -0.2 -0.3 0.8 0.3100
H 2.83534 -1.19252 0.24548 0.9 -1.7 0.4 0.2833
H 2.72597 0.50930 0.23218 -0.2 0.3 0.1 0.2585
H -1.62114 -1.73441 1.54904 -0.4 -0.3 0.0 0.4303
H -0.71689 1.32296 -1.79018 0.0 0.1 0.7 0.3936
```
Forces are in eV/Å.

Calculated values
* maximum force: 0.0958 Eh/bohr
* LUMO level (alpha / beta): -6.01 / -6.01 eV
* M: 140.21 g mol⁻¹
* E: -439.00455 Ha
* multiplicity: 1
* total charge: +1

***

No. 2
Formula: C5H12O3
Source: OMol25
Level of theory: wB97M-V/def2-TZVPD

The geometry in XYZ format:
```
20
Properties=species:S:1:pos:R:3:forces:R:3:nbo_charge:R:1
C -0.47152 -0.21242 -0.25321 4.0 1.7 -1.1 0.2610
C 0.54574 -1.25952 -0.08260 -2.4 -3.8 2.7 -0.0966
C 0.70895 0.72065 -1.17848 -2.6 0.7 -0.6 -0.4254
C -0.94654 0.44087 1.02484 0.0 -0.2 -0.2 -0.6603
C 0.84924 2.19158 -0.81984 -0.2 -0.3 0.5 -0.6163
O -0.27140 -2.51260 0.61295 1.3 1.3 -0.6 -0.3541
O -0.27086 -2.30189 2.04339 0.1 0.2 -0.3 -0.4958
O -1.47728 -0.58385 -1.11376 -0.7 0.1 -0.7 -0.7166
H 0.05428 -3.14778 2.37785 0.1 0.0 -0.2 0.4632
H -2.22477 -0.94179 -0.61920 0.2 -0.1 0.1 0.4856
H 1.30521 -1.03551 0.66075 0.2 0.0 -0.3 0.2112
H 0.84961 -1.77526 -0.98910 0.1 0.3 0.0 0.2174
H 1.70394 0.33291 -1.40154 -0.1 -0.7 0.8 0.2081
H 0.21271 0.67764 -2.15027 -0.1 -0.1 -0.1 0.2173
H -1.41821 -0.31211 1.65582 -0.1 0.0 -0.1 0.2412
H -1.67679 1.21733 0.80148 0.1 0.2 0.0 0.2177
H -0.11481 0.83116 1.60554 0.0 0.2 -0.1 0.2231
H -0.13126 2.58490 -0.54973 0.1 0.3 0.0 0.2069
H 1.51953 2.32005 0.02909 0.0 0.1 0.1 0.1983
H 1.25425 2.76566 -1.65399 0.0 0.0 0.0 0.2140
```
Forces are in eV/Å.

Calculated values
* maximum force: 0.1013 Eh/bohr
* SMILES: CC[C@@](C)(O)COO
* LUMO level: 0.86 eV
* M: 120.15 g mol⁻¹
* E: -423.26775 Ha
* multiplicity: 1
* total charge: 0

***

No. 3
Formula: CH3IOS2
Source: OMol25
Level of theory: wB97M-V/def2-TZVPD

The geometry in XYZ format:
```
8
Properties=species:S:1:pos:R:3:forces:R:3:nbo_charge:R:1
C -0.32054 0.41160 -0.65244 1.5 2.4 2.5 -0.7325
O -0.36595 1.12780 2.12139 -2.5 1.4 0.2 -0.8302
S 1.16587 -0.29654 0.10448 0.2 -0.3 -0.6 0.0766
S 0.87140 0.41236 2.05576 2.4 -1.5 -0.4 0.9061
I 0.49338 -3.19507 -1.31017 0.0 0.3 0.2 -0.1509
H -1.08824 -0.17275 -0.27964 -2.0 -0.4 1.6 0.2357
H -0.44916 0.18502 -1.63767 0.8 -0.2 -3.1 0.2460
H -0.30677 1.52757 -0.40172 -0.6 -1.7 -0.5 0.2492
```
Forces are in eV/Å.

Calculated values
* maximum force: 0.0741 Eh/bohr
* LUMO level (alpha / beta): -2.85 / -1.35 eV
* M: 222.07 g mol⁻¹
* E: -1209.13621 Ha
* multiplicity: 1
* total charge: 0